No. 1
{
  "formula": "C5H7NO2",
  "method": "ωB97M-V/def2-TZVPD",
  "species": ["O", "N", "O", "C", "C", "C", "C", "C", "H", "H", "H", "H", "H", "H", "H"],
  "positions_angstrom": [[-2.224005, 1.152999, -1.810003], [-1.516930, 0.248061, -1.398284], [-1.147288, -0.722928, -2.046809], [-1.038242, 0.328282, 0.124868], [-0.714714, -1.025668, 0.723719], [0.341867, -0.060976, 0.452688], [1.516875, 0.638828, 1.011799], [1.560480, -0.031684, -0.331509], [-1.678065, 1.026918, 0.538559], [-1.242320, -1.263932, 1.680910], [-1.026224, -1.784708, 0.029535], [2.011775, 0.150304, 1.808017], [1.480170, 1.695388, 1.013613], [1.520291, 0.490519, -1.386498], [2.156330, -0.841402, -0.410605]],
  "forces_ev_per_a": [[0.5, -0.6, 0.5], [0.8, -0.4, 0.9], [-0.3, 0.9, 0.4], [-0.1, -1.3, -2.7], [-2.4, -0.4, 1.2], [-0.8, -0.2, -0.2], [-0.5, 0.0, -0.7], [-0.9, 3.0, -3.0], [-0.7, 1.4, 1.2], [1.1, 0.7, -0.4], [0.9, -0.5, -0.5], [0.6, -0.3, 0.6], [0.0, 0.9, 0.3], [0.1, -0.5, 2.5], [1.5, -2.9, 0.0]],
  "smiles": "O=[N+]([O-])[C@H]1CC12CC2",
  "molar_mass_g_mol": 113.12,
  "orbital_gap_ha": 0.414,
  "fmax_ev_per_a": 4.29,
  "relative_energy_kj_mol": 530.3,
  "homo_energy_ev": -10.684,
  "total_energy_ha": -399.763567,
  "lumo_energy_ev": 0.584
}


No. 2
{
  "formula": "C41H42KN5O2S5Si",
  "method": "ωB97M-V/def2-TZVPD",
  "species": ["K", "C", "C", "S", "C", "C", "S", "C", "C", "S", "C", "C", "S", "H", "H", "H", "H", "H", "H", "H", "H", "H", "H", "H", "H", "H", "H", "H", "H", "S", "C", "N", "N", "C", "C", "C", "C", "C", "C", "N", "N", "C", "C", "C", "C", "C", "C", "H", "H", "H", "H", "H", "H", "H", "H", "H", "H", "H", "C", "C", "C", "C", "C", "C", "Si", "C", "C", "C", "C", "C", "C", "H", "H", "H", "H", "H", "H", "H", "H", "H", "H", "H", "O", "C", "N", "C", "O", "C", "C", "C", "C", "C", "C", "H", "H", "H", "H"],
  "positions_angstrom": [[1.423673, -0.514686, -0.713174], [-3.841675, 0.193074, 1.161597], [-3.698346, -1.327578, 1.194738], [-2.628154, -1.856961, -0.166653], [-1.851700, -3.348905, 0.497441], [-0.657287, -3.124137, 1.407561], [-1.120601, -2.631492, 3.092992], [0.531768, -2.196861, 3.696458], [0.597334, -0.860174, 4.424014], [0.540854, 0.594144, 3.330637], [-0.977245, 1.402119, 3.910789], [-2.279942, 0.832763, 3.360275], [-2.329704, 1.091336, 1.572608], [-4.657123, 0.516548, 1.815586], [-4.102486, 0.519701, 0.153193], [-4.684358, -1.791165, 1.107836], [-3.247998, -1.644880, 2.135434], [-1.494171, -3.879909, -0.385233], [-2.614891, -3.972231, 0.971394], [-0.022986, -2.344375, 0.987847], [-0.061086, -4.034584, 1.443587], [1.182488, -2.142872, 2.824765], [0.913944, -2.990093, 4.341295], [1.556945, -0.817884, 4.941789], [-0.194114, -0.762184, 5.171195], [-0.868916, 2.444222, 3.597776], [-1.004230, 1.399537, 5.003368], [-3.141828, 1.329574, 3.816311], [-2.326450, -0.237370, 3.569885], [3.186231, -1.141244, 1.840395], [4.208198, -0.140089, 0.825925], [5.508557, -0.314798, 0.880754], [6.229054, 0.549848, 0.001960], [6.546535, 0.227861, -1.268467], [5.981280, -0.887743, -1.916055], [6.323831, -1.179326, -3.223566], [7.219090, -0.392922, -3.945249], [7.775414, 0.713916, -3.309342], [7.454783, 1.021305, -2.000812], [3.669099, 0.720714, -0.139530], [2.660340, 1.478271, 0.276258], [2.240144, 2.355783, -0.697144], [2.878819, 2.565850, -1.944384], [2.382918, 3.503138, -2.834365], [1.255284, 4.266105, -2.542264], [0.612646, 4.058221, -1.320858], [1.087482, 3.126822, -0.419254], [6.817678, 1.219506, 0.473723], [5.278161, -1.502257, -1.371504], [5.866545, -2.042511, -3.693694], [7.463485, -0.626550, -4.973474], [8.466977, 1.355950, -3.845409], [7.885521, 1.897213, -1.526237], [3.762421, 1.983825, -2.170202], [2.885799, 3.641171, -3.786078], [0.863975, 4.976129, -3.260024], [-0.280393, 4.625794, -1.079824], [0.591248, 2.959048, 0.530332], [-6.450436, 4.034435, -1.422489], [-6.273261, 3.453552, -2.671541], [-5.063020, 2.856565, -2.994008], [-3.999371, 2.836888, -2.083910], [-4.194535, 3.437325, -0.834101], [-5.410855, 4.023706, -0.504033], [-2.394247, 1.984100, -2.511521], [-1.618784, 2.639302, -4.062060], [-0.439442, 2.044822, -4.525772], [0.176576, 2.516174, -5.675667], [-0.372179, 3.579900, -6.378544], [-1.541678, 4.179903, -5.929812], [-2.160665, 3.710836, -4.778852], [-7.398928, 4.491364, -1.165946], [-7.080568, 3.458795, -3.394367], [-4.942351, 2.394720, -3.967871], [-3.394641, 3.434090, -0.103126], [-5.539912, 4.473885, 0.472679], [-1.459486, 1.881920, -1.370113], [0.004695, 1.211857, -3.995862], [1.096046, 2.052973, -6.010024], [0.115759, 3.948642, -7.273356], [-1.966624, 5.018260, -6.469536], [-3.064356, 4.195380, -4.426608], [0.840324, -4.389311, -0.923054], [1.117606, -3.617434, -1.824027], [0.543999, -2.393974, -2.076131], [1.084833, -1.891561, -3.220979], [0.825036, -0.808423, -3.732350], [2.124204, -2.850672, -3.764450], [2.949036, -2.786517, -4.865509], [3.831582, -3.848761, -5.064746], [3.874090, -4.919674, -4.175608], [3.031919, -4.963535, -3.063461], [2.161454, -3.910939, -2.887276], [2.922046, -1.934017, -5.531332], [4.509089, -3.832584, -5.910018], [4.582834, -5.721308, -4.344085], [3.063173, -5.780891, -2.354858]],
  "forces_ev_per_a": [[-0.4, 0.3, 0.5], [0.0, 0.0, 0.0], [0.1, 0.1, 0.1], [0.0, 0.0, -0.1], [-0.1, -0.1, 0.0], [0.0, 0.0, -0.2], [0.2, 0.0, 0.0], [0.0, 0.1, 0.0], [0.1, 0.0, 0.0], [0.0, 0.0, -0.1], [0.0, 0.0, 0.0], [0.0, -0.1, 0.0], [0.0, 0.1, -0.1], [0.0, 0.0, 0.0], [0.0, 0.0, -0.1], [0.0, 0.0, 0.0], [-0.1, 0.1, -0.1], [0.1, 0.0, 0.0], [0.0, 0.0, 0.0], [0.0, 0.0, 0.1], [0.0, 0.0, 0.0], [0.0, 0.0, 0.0], [-0.1, 0.0, 0.0], [0.0, 0.0, 0.0], [0.0, 0.0, 0.0], [0.0, 0.0, 0.0], [0.0, 0.0, 0.0], [0.0, 0.0, 0.0], [0.0, 0.0, 0.0], [0.2, 0.1, -0.2], [0.0, 0.1, -0.1], [0.0, 0.0, -0.1], [-0.1, 0.2, 0.2], [0.0, -0.1, 0.0], [0.0, 0.0, 0.0], [0.0, 0.0, 0.0], [0.0, 0.0, 0.1], [0.0, 0.0, 0.0], [0.0, 0.0, 0.0], [0.4, 0.2, 0.4], [0.4, 0.3, 0.0], [0.0, 0.1, 0.1], [0.0, -0.1, 0.0], [0.0, 0.0, 0.0], [0.0, -0.1, 0.0], [0.0, 0.0, 0.0], [0.1, 0.0, 0.0], [-0.1, -0.1, -0.1], [0.0, 0.0, 0.0], [0.0, 0.0, 0.0], [0.0, 0.0, 0.0], [0.0, 0.0, 0.0], [0.0, 0.0, 0.0], [0.0, 0.0, 0.0], [0.0, 0.0, 0.0], [0.0, 0.0, 0.0], [0.0, 0.0, 0.0], [0.0, 0.0, 0.0], [-0.1, 0.0, 0.0], [0.1, 0.0, 0.0], [-0.1, 0.1, 0.0], [0.1, 0.1, 0.1], [-0.1, 0.0, 0.0], [0.1, 0.0, 0.0], [0.0, -0.3, 0.0], [0.0, 0.0, 0.0], [0.0, 0.1, -0.1], [0.0, 0.0, 0.1], [0.0, 0.0, 0.0], [0.0, 0.0, 0.1], [0.0, 0.0, -0.1], [0.0, 0.0, 0.0], [0.0, 0.0, 0.0], [0.0, 0.0, 0.0], [0.0, 0.0, 0.0], [0.0, 0.0, 0.0], [-0.1, 0.1, 0.0], [0.0, 0.0, 0.0], [0.0, 0.0, 0.0], [0.0, 0.0, 0.0], [0.0, 0.0, 0.0], [0.0, 0.0, 0.0], [0.0, -0.1, 0.2], [0.0, 0.1, -0.4], [-0.1, -0.9, -0.4], [0.0, -0.2, -0.1], [0.0, 0.1, 0.0], [-0.1, 0.1, -0.1], [0.1, 0.0, 0.0], [0.0, 0.0, 0.0], [0.0, 0.0, 0.0], [0.0, 0.0, -0.1], [-0.1, 0.0, 0.1], [0.0, 0.0, 0.0], [0.0, 0.0, 0.0], [0.0, 0.0, 0.0], [0.0, 0.0, 0.0]],
  "molar_mass_g_mol": 864.34,
  "orbital_gap_ha": [0.193, 0.142],
  "fmax_ev_per_a": 1.04,
  "relative_energy_kj_mol": 197.6,
  "homo_energy_ev": [-1.573, -0.475],
  "total_energy_ha": -4892.194965,
  "lumo_energy_ev": [3.682, 3.380],
  "total_charge": -2
}


No. 3
{
  "formula": "C5H8N3O2",
  "method": "ωB97M-V/def2-TZVPD",
  "species": ["C", "C", "C", "C", "C", "N", "N", "N", "O", "O", "H", "H", "H", "H", "H", "H", "H", "H"],
  "positions_angstrom": [[1.685531, -0.171938, -1.397839], [2.565488, -1.023131, -0.808708], [1.030650, 0.482277, -0.308111], [-1.930557, -1.053508, 1.199620], [-0.003959, 1.351388, -0.197009], [2.478360, -1.002328, 0.500827], [-1.904480, -0.080352, -0.859091], [-0.540293, 1.629922, 1.054365], [1.584079, -0.139997, 0.877645], [-1.782200, -1.101793, -0.058020], [1.532916, -0.014990, -2.487117], [3.261641, -1.532225, -1.266346], [-2.385336, -0.227020, 1.741401], [-1.760441, -1.922995, 1.782820], [-0.531505, 1.788074, -0.957759], [-1.616605, -0.354766, -1.851002], [-1.388176, 2.199499, 1.115782], [-0.295106, 1.173884, 1.918549]],
  "forces_ev_per_a": [[-2.4, 2.8, 0.2], [-2.2, 1.7, 2.5], [3.6, -3.7, -0.8], [-0.9, 0.9, 0.1], [-3.0, 0.2, 5.9], [1.2, -1.0, 0.3], [-0.2, 2.0, -1.6], [0.5, 0.2, -2.6], [-2.0, 2.0, -1.9], [1.2, -1.6, 0.4], [0.1, 0.0, 1.1], [3.4, -3.0, -2.1], [0.0, 0.3, -0.7], [0.3, -1.0, -0.2], [-0.5, 1.2, -2.0], [-0.5, -0.7, 1.9], [0.6, -0.3, -0.3], [0.6, -0.1, -0.2]],
  "molar_mass_g_mol": 142.14,
  "orbital_gap_ha": [0.260, 0.260],
  "fmax_ev_per_a": 6.61,
  "relative_energy_kj_mol": 696.0,
  "homo_energy_ev": [-12.808, -12.805],
  "total_energy_ha": -509.566440,
  "lumo_energy_ev": [-5.723, -5.724],
  "total_charge": 1
}


No. 4
{
  "formula": "C11H28BFNO11P",
  "method": "ωB97M-V/def2-TZVPD",
  "species": ["C", "C", "O", "B", "O", "P", "N", "F", "H", "H", "H", "H", "H", "H", "H", "H", "H", "H", "C", "O", "C", "O", "O", "C", "H", "H", "H", "H", "H", "H", "C", "O", "C", "O", "O", "C", "H", "H", "H", "H", "H", "H", "C", "O", "C", "O", "O", "C", "H", "H", "H", "H", "H", "H"],
  "positions_angstrom": [[3.137039, -4.728857, 1.959259], [2.189624, -3.762489, 2.761751], [1.137604, -3.375497, 1.868040], [-0.117981, -3.365053, 2.494949], [-0.603585, -2.110089, 2.970073], [-1.269563, -4.890298, 2.728002], [-2.579032, -3.949880, 1.892806], [-0.041870, -5.821898, 3.487990], [2.919227, -4.568755, 0.882525], [2.953387, -5.790769, 2.197731], [4.201978, -4.445361, 2.082369], [2.826395, -2.904431, 3.067703], [1.829168, -4.222547, 3.702074], [-0.861534, -1.663520, 2.153674], [-1.372174, -5.905318, 1.727315], [-2.086476, -5.058603, 3.882954], [-3.360955, -4.585467, 1.745976], [-2.201569, -3.724825, 0.969974], [-1.120762, 2.391031, -2.276832], [-0.308539, 2.730090, -1.150231], [0.030174, 1.692207, -0.389606], [-0.284460, 0.547087, -0.576933], [0.779681, 2.139207, 0.620807], [1.209269, 1.106654, 1.509114], [-1.328845, 3.312926, -2.814478], [-0.592295, 1.708462, -2.942299], [-2.065674, 1.955196, -1.952607], [1.828295, 0.379477, 0.984307], [0.351829, 0.617824, 1.970713], [1.807089, 1.571103, 2.290779], [0.609186, 4.747695, 1.343003], [1.274509, 6.014312, 1.394855], [0.609847, 7.001789, 0.798427], [-0.453423, 6.907725, 0.249461], [1.333750, 8.117536, 0.917047], [0.734634, 9.263835, 0.317047], [1.236554, 4.029899, 1.856399], [-0.352703, 4.799815, 1.856098], [0.478184, 4.428657, 0.317456], [-0.222009, 9.489677, 0.787819], [0.607542, 9.115611, -0.755194], [1.408890, 10.102508, 0.476234], [-1.766515, -1.487189, -1.919032], [-1.357812, -1.301948, -3.274782], [-1.188890, -2.437391, -3.951789], [-1.348393, -3.546322, -3.522223], [-0.810357, -2.124908, -5.192914], [-0.591952, -3.255436, -6.034768], [-1.870863, -0.509556, -1.474133], [-2.730929, -1.996369, -1.875015], [-1.012130, -2.043145, -1.362648], [-1.508966, -3.832895, -6.150082], [0.207207, -3.881839, -5.639028], [-0.290808, -2.879666, -7.010131]],
  "forces_ev_per_a": [[-0.4, 0.5, -0.1], [2.0, -0.8, -0.3], [-1.7, -0.2, 1.1], [1.4, 2.2, 0.5], [0.3, -1.9, -0.9], [-1.0, -0.8, -0.4], [0.5, -0.3, 0.3], [-0.2, 0.3, -0.1], [0.0, -0.2, 0.6], [0.2, 0.5, -0.1], [-0.6, -0.4, 0.2], [-0.8, 0.0, -0.3], [-0.1, 0.1, -0.6], [-0.1, 0.7, 0.1], [0.5, 0.1, 0.7], [0.5, 0.1, -0.5], [0.0, 0.2, -0.2], [-0.4, 0.0, 0.0], [-0.2, 0.0, -0.4], [0.0, -0.1, 0.1], [0.1, 0.4, 0.0], [0.1, 0.0, 0.2], [-0.1, -0.5, -0.2], [0.2, -0.2, 0.3], [0.1, 0.1, 0.2], [-0.1, -0.1, 0.1], [0.1, -0.1, 0.0], [-0.1, 0.0, 0.0], [0.1, -0.1, -0.1], [-0.1, 0.2, -0.1], [-0.1, 0.1, 0.2], [0.0, 0.1, 0.1], [0.3, -0.1, 0.2], [-0.2, 0.0, -0.1], [0.0, 0.0, 0.0], [0.0, 0.3, -0.1], [0.2, 0.3, 0.0], [0.0, 0.1, -0.1], [-0.1, 0.2, 0.0], [0.0, -0.1, -0.1], [-0.1, -0.1, 0.1], [0.1, -0.2, 0.1], [-0.5, -0.2, 0.3], [0.0, 0.0, 0.0], [0.0, 0.4, -0.1], [0.0, -0.2, 0.1], [0.0, 0.0, 0.0], [0.1, -0.2, -0.3], [0.1, 0.1, -0.2], [0.1, -0.2, -0.1], [0.0, 0.0, -0.1], [0.1, -0.1, 0.1], [-0.1, 0.0, 0.1], [0.0, 0.2, 0.1]],
  "smiles": "CCOB(O)[PH2](N)F.COC(=O)OC.COC(=O)OC.COC(=O)OC",
  "molar_mass_g_mol": 411.12,
  "orbital_gap_ha": 0.371,
  "fmax_ev_per_a": 2.67,
  "homo_energy_ev": -9.664,
  "total_energy_ha": -1784.454433,
  "lumo_energy_ev": 0.441
}